95
Properties=species:S:1:pos:R:3:lowdin_charge:R:1 method="wB97M-V/def2-TZVPD" s_squared=2.0103 total_energy_ev=-150634.28616 de_lowest_ev=0.000 e_homo_ev="-6.31 / -8.22" spin_multiplicity=3
Ni -0.13532 -0.05630 -0.28686 0.094
C -0.51356 1.62456 3.07316 -0.194
Si -0.27260 0.08731 2.03058 0.628
C 1.35348 -0.69607 2.63021 -0.293
C 1.53036 -1.18828 3.92759 -0.081
C 2.73732 -1.73102 4.33611 -0.077
C 3.80878 -1.79040 3.45056 -0.078
C 3.66279 -1.30927 2.16109 -0.080
C 2.44179 -0.77129 1.75359 -0.393
P 2.17021 -0.13830 0.06554 1.033
C 2.71197 1.59864 0.12414 -0.349
C 3.19213 2.19788 1.28268 -0.073
C 3.53148 3.54504 1.28388 -0.077
C 3.39842 4.29699 0.12783 -0.082
C 2.92031 3.70343 -1.03416 -0.070
C 2.57053 2.36457 -1.03372 -0.111
C 3.46306 -0.98265 -0.90816 -0.378
C 4.55059 -0.32910 -1.47374 -0.076
C 5.47207 -1.03569 -2.23854 -0.079
C 5.31901 -2.39823 -2.43489 -0.086
C 4.23753 -3.05950 -1.86441 -0.076
C 3.31468 -2.35414 -1.11366 -0.136
C -1.63464 -1.15634 2.47916 -0.263
C -2.23412 -1.18926 3.74443 -0.091
C -3.17612 -2.14798 4.07782 -0.077
C -3.54298 -3.11526 3.14903 -0.076
C -2.97415 -3.10159 1.88915 -0.091
C -2.04093 -2.12247 1.55112 -0.357
P -1.25595 -2.11382 -0.10135 1.067
C -0.42188 -3.74399 -0.08433 -0.321
C 0.69401 -3.85084 0.74683 -0.107
C 1.37115 -5.05165 0.87434 -0.075
C 0.94124 -6.16844 0.16849 -0.083
C -0.17220 -6.07436 -0.65078 -0.077
C -0.85508 -4.87063 -0.77416 -0.078
C -2.63140 -2.26669 -1.28900 -0.345
C -3.91417 -1.84632 -0.94722 -0.092
C -4.93207 -1.85467 -1.88837 -0.072
C -4.67975 -2.27504 -3.18604 -0.085
C -3.39948 -2.67573 -3.54111 -0.079
C -2.37928 -2.66198 -2.60257 -0.131
H -0.53850 1.38002 4.13821 0.022
H 0.31142 2.31964 2.90838 0.025
H -1.43719 2.13985 2.80728 0.029
H 0.70080 -1.16376 4.62560 0.100
H 2.84720 -2.11532 5.34237 0.102
H 4.75371 -2.21378 3.76545 0.102
H 4.49240 -1.36567 1.46685 0.108
H 3.29689 1.61706 2.19050 0.104
H 3.89783 4.00441 2.19219 0.103
H 3.66086 5.34654 0.13093 0.102
H 2.80551 4.28878 -1.93678 0.105
H 2.17834 1.90905 -1.93521 0.101
H 4.69094 0.73226 -1.31958 0.100
H 6.31426 -0.51476 -2.67513 0.102
H 6.03877 -2.94571 -3.02930 0.100
H 4.10399 -4.12247 -2.01647 0.105
H 2.46319 -2.87804 -0.69543 0.080
H -1.96100 -0.44726 4.48499 0.093
H -3.62573 -2.14560 5.06267 0.103
H -4.27348 -3.87106 3.40662 0.103
H -3.26106 -3.85334 1.16259 0.112
H 1.03630 -2.99022 1.31067 0.088
H 2.23490 -5.11300 1.52334 0.108
H 1.46930 -7.10807 0.26292 0.102
H -0.51836 -6.94257 -1.19616 0.103
H -1.73066 -4.82206 -1.40648 0.096
H -4.11885 -1.48969 0.05321 0.107
H -5.92204 -1.52127 -1.60702 0.105
H -5.47473 -2.28022 -3.92027 0.101
H -3.18776 -2.99004 -4.55474 0.102
H -1.37778 -2.93805 -2.90685 0.053
F -2.70331 1.68069 -3.32327 0.126
C -2.81961 2.52171 -2.28786 -0.662
F -4.09175 2.52846 -1.89721 0.148
F -2.49379 3.74699 -2.71134 0.137
S -1.73388 2.00687 -0.89610 0.507
O -1.77386 3.08320 0.04130 -0.247
O -2.30170 0.72599 -0.47898 -0.334
O -0.41404 1.75499 -1.52603 -0.366
C 1.13715 -1.98262 -6.21888 -0.059
N 0.53726 -0.75988 -5.74808 -0.166
C 0.31149 0.36406 -6.64236 -0.119
C -0.28653 1.41893 -5.70250 -0.130
N 0.12209 0.91708 -4.40114 0.031
C 0.48314 -0.37909 -4.45312 -0.773
S 0.82706 -1.33118 -3.11708 0.719
H 0.41864 -2.58258 -6.78127 0.089
H 1.48212 -2.55208 -5.35877 0.045
H 1.98738 -1.75513 -6.86840 0.091
H -0.37402 0.08876 -7.44504 0.123
H 1.25646 0.68896 -7.09213 0.123
H -1.37575 1.45845 -5.78314 0.115
H 0.11420 2.41470 -5.88810 0.118
H -0.21788 1.29068 -3.52218 0.082